No. 1
53
Properties=species:S:1:pos:R:3:mulliken_charge:R:1 method="wB97M-V/def2-TZVPD" smiles="COc1ccc(S(=O)(=O)N(CCc2ccccc2)CC(=O)NC(C)C)cc1" relative_energy_kcal_mol=56.70 homo_lumo_gap_ev=9.363 charge=0
S -0.109 -0.516 1.372 1.244
O -5.509 -1.373 -0.840 -0.428
O -0.133 0.705 2.137 -0.871
O 1.927 2.609 -1.495 -0.715
O 0.339 -1.696 2.059 -0.693
N 0.420 2.703 0.194 0.081
N 0.747 -0.177 -0.011 0.447
C -6.258 -2.544 -0.602 -0.852
C -4.277 -1.260 -0.296 0.851
C -3.664 -2.228 0.498 -0.478
C 3.462 -2.006 0.930 -0.071
C 1.570 -2.465 -0.652 -1.108
C -1.737 -0.823 0.713 -0.357
C 1.840 0.775 0.078 -0.714
C -2.393 -2.001 1.000 -0.692
C 1.414 2.133 -0.503 0.195
C 0.786 -1.196 -1.033 -1.077
C 3.017 -2.168 -0.377 0.233
C 4.785 -1.694 1.185 -0.846
C 0.157 4.944 1.099 -1.442
C -3.596 -0.068 -0.578 -0.795
C 5.245 -1.707 -1.167 -0.641
C -1.604 3.937 -0.394 -1.458
C -2.333 0.148 -0.075 -0.075
C -0.110 4.022 -0.089 0.156
C 5.679 -1.543 0.138 -0.397
C 3.921 -2.018 -1.422 -0.066
H -1.779 3.311 -1.265 0.333
H 3.585 -2.146 -2.441 0.387
H -6.461 -2.679 0.464 0.347
H 6.713 -1.300 0.337 0.389
H -7.197 -2.403 -1.133 0.241
H -5.750 -3.430 -0.993 0.349
H 2.712 0.414 -0.468 0.344
H 1.112 -2.900 0.236 0.338
H -0.219 5.943 0.895 0.419
H 1.224 5.006 1.294 0.357
H 0.094 2.227 1.030 0.368
H 5.938 -1.593 -1.987 0.377
H -0.337 4.558 1.988 0.341
H -0.252 -1.472 -1.248 0.530
H -2.000 4.928 -0.598 0.478
H 2.109 0.905 1.130 0.559
H 1.482 -3.171 -1.481 0.546
H -2.138 3.518 0.458 0.300
H -1.899 -2.734 1.618 0.520
H 2.758 -2.117 1.742 0.487
H -4.089 0.667 -1.195 0.479
H -1.791 1.055 -0.287 0.378
H 0.429 4.384 -0.971 0.407
H -4.164 -3.154 0.732 0.418
H 1.214 -0.741 -1.930 0.470
H 5.121 -1.569 2.204 0.408

No. 2
53
Properties=species:S:1:pos:R:3:mulliken_charge:R:1 method="wB97M-V/def2-TZVPD" smiles="Cc1c(C)c2ccc(OCC(=O)NCCN3CCOCC3)c(C)c2oc1=O" relative_energy_kcal_mol=40.36 homo_lumo_gap_ev=8.491 charge=0
O 4.213 1.679 -1.448 -0.668
O 1.680 2.864 0.735 -0.573
O -4.779 0.736 1.690 -0.696
O -0.632 -2.645 0.722 -0.505
O -2.726 1.392 1.264 -0.591
N 3.388 0.782 0.463 -0.033
N 2.242 -2.355 0.765 0.020
C -5.228 -0.472 -0.805 -2.040
C -0.511 2.659 2.366 -1.804
C -1.689 0.998 -0.867 1.277
C 3.863 -0.561 0.229 -1.354
C -3.881 0.775 0.883 0.338
C 0.601 2.263 0.150 0.975
C 1.578 -3.559 0.291 -0.990
C 0.585 1.773 -1.156 -1.328
C -0.036 -1.447 1.172 0.440
C -0.541 1.154 -1.650 -1.000
C 2.763 -1.506 -0.292 0.058
C 2.839 3.071 -0.041 -0.573
C -0.528 2.138 0.963 1.237
C -3.941 0.214 -0.464 0.854
C 1.371 -1.697 1.728 -1.064
C -2.886 0.325 -1.311 0.732
C 3.553 1.770 -0.436 0.567
C 0.171 -3.277 -0.253 -0.242
C -2.914 -0.240 -2.697 -1.787
C -1.658 1.506 0.442 0.031
H -2.148 -1.009 -2.799 0.323
H 1.453 1.862 -1.790 0.387
H -5.894 -0.405 0.052 0.340
H 1.494 -4.239 1.144 0.345
H 1.995 -0.898 -0.796 0.048
H 1.818 -0.757 2.050 0.361
H -3.877 -0.684 -2.923 0.464
H 0.029 1.971 3.017 0.244
H 2.788 0.958 1.255 0.227
H -0.002 3.620 2.400 0.384
H -0.525 0.776 -2.660 0.419
H -5.059 -1.523 -1.035 0.381
H 0.236 -2.643 -1.152 0.171
H -0.697 -1.052 1.945 0.429
H -5.710 -0.001 -1.660 0.401
H 2.191 -4.034 -0.476 0.452
H 0.013 -0.724 0.344 -0.337
H 4.651 -0.470 -0.521 0.466
H 2.629 3.651 -0.947 0.365
H 1.296 -2.359 2.596 0.352
H -0.340 -4.206 -0.508 0.426
H -1.525 2.763 2.740 0.441
H 4.282 -0.971 1.150 0.406
H 3.511 3.656 0.595 0.368
H 3.203 -2.168 -1.039 0.478
H -2.711 0.542 -3.427 0.374

Repeat the second record exactly.
53
Properties=species:S:1:pos:R:3:mulliken_charge:R:1 method="wB97M-V/def2-TZVPD" smiles="Cc1c(C)c2ccc(OCC(=O)NCCN3CCOCC3)c(C)c2oc1=O" relative_energy_kcal_mol=40.36 homo_lumo_gap_ev=8.491 charge=0
O 4.213 1.679 -1.448 -0.668
O 1.680 2.864 0.735 -0.573
O -4.779 0.736 1.690 -0.696
O -0.632 -2.645 0.722 -0.505
O -2.726 1.392 1.264 -0.591
N 3.388 0.782 0.463 -0.033
N 2.242 -2.355 0.765 0.020
C -5.228 -0.472 -0.805 -2.040
C -0.511 2.659 2.366 -1.804
C -1.689 0.998 -0.867 1.277
C 3.863 -0.561 0.229 -1.354
C -3.881 0.775 0.883 0.338
C 0.601 2.263 0.150 0.975
C 1.578 -3.559 0.291 -0.990
C 0.585 1.773 -1.156 -1.328
C -0.036 -1.447 1.172 0.440
C -0.541 1.154 -1.650 -1.000
C 2.763 -1.506 -0.292 0.058
C 2.839 3.071 -0.041 -0.573
C -0.528 2.138 0.963 1.237
C -3.941 0.214 -0.464 0.854
C 1.371 -1.697 1.728 -1.064
C -2.886 0.325 -1.311 0.732
C 3.553 1.770 -0.436 0.567
C 0.171 -3.277 -0.253 -0.242
C -2.914 -0.240 -2.697 -1.787
C -1.658 1.506 0.442 0.031
H -2.148 -1.009 -2.799 0.323
H 1.453 1.862 -1.790 0.387
H -5.894 -0.405 0.052 0.340
H 1.494 -4.239 1.144 0.345
H 1.995 -0.898 -0.796 0.048
H 1.818 -0.757 2.050 0.361
H -3.877 -0.684 -2.923 0.464
H 0.029 1.971 3.017 0.244
H 2.788 0.958 1.255 0.227
H -0.002 3.620 2.400 0.384
H -0.525 0.776 -2.660 0.419
H -5.059 -1.523 -1.035 0.381
H 0.236 -2.643 -1.152 0.171
H -0.697 -1.052 1.945 0.429
H -5.710 -0.001 -1.660 0.401
H 2.191 -4.034 -0.476 0.452
H 0.013 -0.724 0.344 -0.337
H 4.651 -0.470 -0.521 0.466
H 2.629 3.651 -0.947 0.365
H 1.296 -2.359 2.596 0.352
H -0.340 -4.206 -0.508 0.426
H -1.525 2.763 2.740 0.441
H 4.282 -0.971 1.150 0.406
H 3.511 3.656 0.595 0.368
H 3.203 -2.168 -1.039 0.478
H -2.711 0.542 -3.427 0.374